1.
Computed, not measured: a structure of composition C38H46BrCl3N3O4Ru at a distorted geometry, with ωB97M-V with the def2-TZVPD basis set.

Geometry as XYZ:
```
96
Properties=species:S:1:pos:R:3:forces:R:3
Ru 0.15659 -1.15749 0.69289 -0.009 -1.335 -1.569
C 0.43414 5.37307 -0.42231 -0.051 -0.046 0.009
C -0.96683 5.10713 0.15515 0.010 0.132 -0.021
C -1.11959 5.86398 1.47997 -0.006 -0.098 -0.059
C -2.03267 5.61985 -0.82326 0.053 -0.079 0.046
C -1.08999 3.60566 0.34870 0.005 -0.109 0.013
C -1.45788 2.76203 -0.69792 0.027 0.055 0.019
C -1.43665 1.39530 -0.51854 -0.058 -0.167 -0.109
N -1.10860 0.81165 0.63567 0.323 0.135 0.210
C -0.81193 1.60917 1.67300 -0.115 0.142 -0.216
C -0.77603 2.99112 1.55643 -0.044 -0.113 0.070
C -0.54293 0.94021 2.96580 0.044 -0.100 0.376
C -0.96683 1.50639 4.16205 0.077 0.089 -0.172
C -0.74032 0.85429 5.36801 0.040 -0.100 -0.042
C -0.07294 -0.36768 5.29514 -0.034 0.114 -0.001
C 0.30260 -0.87724 4.06746 0.154 -0.142 0.053
N 0.07120 -0.24289 2.92166 -0.247 0.132 -0.304
C -1.25871 1.39303 6.69270 -0.078 0.019 0.081
C -1.56385 2.89300 6.62295 0.046 -0.087 -0.034
C -2.55714 0.63309 7.01406 0.051 0.036 -0.002
C -0.23283 1.15662 7.80910 0.002 0.006 -0.085
H 0.55880 6.43985 -0.61654 0.020 -0.001 -0.004
H 0.58093 4.82502 -1.35492 0.006 0.038 -0.003
H 1.20741 5.05189 0.27793 0.009 0.021 -0.012
H -1.12200 6.93674 1.28699 0.015 0.005 0.001
H -0.29483 5.65820 2.16298 -0.020 0.009 0.023
H -2.05922 5.60475 1.97236 0.007 0.030 0.031
H -2.01985 6.70979 -0.83833 0.014 0.001 -0.026
H -3.02902 5.29300 -0.52023 -0.021 0.035 -0.021
H -1.84761 5.27445 -1.84051 -0.034 0.013 -0.002
H -1.72256 3.15373 -1.66906 -0.022 -0.020 0.007
H -1.69582 0.72275 -1.32740 0.105 0.010 -0.045
H -0.47270 3.56569 2.41917 -0.024 0.040 -0.025
H -1.49194 2.44947 4.12502 -0.005 -0.002 0.040
H 0.15452 -0.93766 6.18472 -0.017 -0.016 -0.024
H 0.82108 -1.82476 3.99035 -0.026 -0.014 -0.019
H -2.38664 3.10924 5.94041 0.009 0.026 -0.010
H -0.68461 3.45926 6.30859 -0.021 0.029 0.001
H -1.85954 3.24745 7.61064 -0.007 0.001 -0.002
H -3.30642 0.80808 6.23988 -0.017 -0.003 0.016
H -2.96053 0.97078 7.97071 -0.007 -0.013 -0.004
H -2.37679 -0.44127 7.07187 -0.005 0.000 0.027
H 0.74322 1.55628 7.52817 0.012 -0.007 0.040
H -0.12061 0.09741 8.03976 0.032 0.014 0.011
H -0.55760 1.66034 8.72006 -0.020 -0.027 0.010
C 1.06639 -0.04653 -7.53643 0.062 0.030 0.054
C 2.25550 0.14855 -6.58212 0.061 -0.009 -0.093
C 3.41750 -0.75674 -7.02321 -0.065 0.070 -0.018
C 2.70568 1.60816 -6.67866 -0.013 -0.080 0.017
C 1.85314 -0.23134 -5.16427 -0.022 -0.030 0.129
C 2.10356 0.58964 -4.07152 0.045 0.019 -0.271
C 1.70734 0.19093 -2.81780 -0.388 -0.527 0.590
Br 2.12981 1.26717 -1.31259 -0.121 0.237 -0.435
C 1.01589 -1.03227 -2.55822 0.610 0.676 -1.424
O 0.57738 -1.28570 -1.37883 -0.724 -0.442 1.806
C 0.85105 -1.92259 -3.68628 -0.070 0.327 0.695
C 1.25898 -1.47797 -4.92394 0.097 0.186 -0.181
C 0.32114 -3.34055 -3.50270 0.025 -0.056 0.024
C 1.28802 -4.08349 -2.56029 -0.147 0.110 -0.016
C 0.29603 -4.10014 -4.83151 -0.020 -0.045 0.056
C -1.11250 -3.34584 -2.94711 0.148 -0.022 -0.063
H 1.34323 0.27841 -8.54096 -0.007 0.001 -0.021
H 0.20864 0.54256 -7.20674 -0.011 -0.001 -0.019
H 0.75954 -1.09014 -7.59939 -0.017 -0.007 0.014
H 3.70827 -0.52186 -8.04941 0.021 -0.007 -0.012
H 3.13398 -1.80905 -6.98064 0.013 -0.007 -0.003
H 4.28323 -0.61009 -6.37513 0.005 -0.021 -0.006
H 2.92938 1.85057 -7.71826 0.012 0.011 -0.012
H 3.60902 1.79148 -6.09454 -0.010 0.018 -0.002
H 1.92176 2.28509 -6.33308 0.020 0.025 -0.006
H 2.61665 1.53446 -4.17791 -0.039 -0.004 -0.011
H 1.12230 -2.14314 -5.76465 0.038 0.106 0.005
H 2.31582 -3.97174 -2.91605 -0.037 -0.053 0.018
H 1.04073 -5.14398 -2.53774 -0.018 -0.106 0.009
H 1.22024 -3.70856 -1.54357 0.029 0.058 0.112
H 1.29858 -4.20557 -5.25232 -0.042 -0.013 -0.035
H -0.35374 -3.61624 -5.56475 0.019 -0.044 -0.015
H -0.09507 -5.10169 -4.65010 0.000 -0.023 -0.011
H -1.17255 -2.84995 -1.98687 0.012 0.113 0.177
H -1.44272 -4.37646 -2.80436 -0.026 -0.016 -0.039
H -1.79344 -2.85540 -3.64840 0.004 -0.028 0.027
Cl -2.12471 -6.80437 4.94072 -0.050 -0.075 0.095
C -1.49586 -5.79779 3.67519 0.070 0.128 -0.132
C -2.04319 -4.54651 3.46040 -0.138 -0.019 0.107
C -1.52337 -3.76658 2.44907 0.584 -0.260 -0.295
Cl -2.16736 -2.19168 2.12150 -0.516 0.244 0.003
C -0.43925 -4.14825 1.61873 -0.303 -0.257 0.480
O 0.03620 -3.39060 0.69235 0.082 0.958 -0.239
C 0.06445 -5.44905 1.89123 -0.152 0.369 -0.002
Cl 1.37899 -6.01833 0.93557 0.138 -0.057 -0.127
C -0.44606 -6.25170 2.89094 -0.038 -0.020 0.020
H -2.86356 -4.19192 4.06920 0.003 0.010 -0.025
H -0.02193 -7.23129 3.06109 0.009 0.009 -0.006
O 2.43850 -2.17121 2.27660 0.643 0.123 -0.195
N 2.16319 -1.49614 1.30368 -0.324 -0.205 0.780
O 2.36873 -0.26529 1.25275 0.374 -0.041 0.228
```
Positions in Å, forces in eV/Å.

Results
**F_max**: 2.06 eV/Å
**ΔE to the lowest compared entry with this formula, charge and spin**: 0.812 eV
**2S+1**: 6
**Frontier orbital gap (alpha / beta)**: 6.99 / 5.41 eV
**Charge**: 0
**Calculated total energy**: -163001.97925 eV

---

2.
Computed, not measured: a structure of composition C38H46BrClN5O11P2STa at a distorted geometry, with ωB97M-V with the def2-TZVPD basis set.

Geometry as XYZ:
```
106
Properties=species:S:1:pos:R:3:forces:R:3
Ta -0.74255 0.83254 -0.64373 0.128 -1.832 1.910
O -0.13895 1.98870 -4.05998 0.429 0.339 0.100
P -1.57504 1.77352 -3.49433 -0.561 0.272 0.480
O -2.61558 1.60195 -4.48990 -0.040 -0.135 0.186
O -1.51901 0.62503 -2.36122 -0.223 1.108 -1.674
O -1.82969 3.07461 -2.51508 0.455 0.023 -0.194
P -0.72831 3.76678 -1.53507 -0.224 0.005 -0.143
O -1.50778 5.05812 -1.01046 -0.093 0.096 -0.234
O 0.49946 4.08130 -2.28607 -0.222 -0.139 0.098
O -0.69462 2.86936 -0.26123 0.027 0.295 -1.272
H 0.35869 2.72914 -3.62432 -0.104 -0.308 -0.041
H -1.60925 5.73180 -1.70746 0.106 -0.289 0.352
Br -0.52939 -3.99204 3.85652 0.005 0.048 -0.055
C -0.22207 -2.16089 4.25029 0.000 0.184 -0.151
C 0.14599 -1.81611 5.54644 0.006 -0.029 0.079
C 0.37092 -0.47990 5.81463 0.051 -0.055 0.194
C 0.22624 0.44782 4.79678 0.051 0.168 0.106
C -0.14181 -0.01049 3.54692 -0.059 -0.280 -0.290
N -0.36629 -1.30066 3.26821 0.060 0.105 0.101
C -0.27891 1.00390 2.44017 -0.349 -0.668 -0.523
O -0.09362 2.17097 2.65879 0.154 0.342 -0.087
O -0.61646 0.51237 1.24921 0.525 0.344 1.942
H 0.25199 -2.57565 6.30658 -0.002 -0.008 -0.003
H 0.66608 -0.16585 6.80989 -0.028 -0.036 -0.073
H 0.40534 1.50519 4.94923 -0.017 -0.107 -0.027
C 3.46120 -3.96661 0.76133 -0.005 -0.060 -0.012
C 3.52265 -3.47430 -0.69290 -0.214 0.041 -0.060
C 2.47626 -4.12796 -1.61979 0.064 0.009 0.041
C 3.55823 -1.95423 -0.77868 0.213 -0.196 -0.054
C 4.76854 -1.37412 -1.42895 -0.103 -0.245 0.032
C 4.99818 -0.08968 -1.72130 -0.099 0.163 -0.206
C 4.10296 0.96614 -1.15554 0.066 -0.069 -0.168
C 2.87730 0.37309 -0.51072 -0.325 0.020 0.147
C 2.58325 1.10629 0.81449 0.123 0.245 -0.125
C 2.61311 2.63659 0.72963 -0.033 -0.061 0.041
C 3.56927 0.62164 1.87895 0.113 -0.069 -0.032
C 2.60084 -1.08111 -0.40691 -0.233 0.092 0.305
N 1.20146 -1.17048 -0.17978 0.160 0.418 -0.203
C 0.53588 -2.22209 0.14178 0.155 -0.081 0.045
C -0.84582 -2.33197 -0.03049 -0.148 0.209 0.319
C -1.48643 -3.55310 0.05505 -0.147 -0.354 0.041
C -2.78407 -3.33872 -0.37126 -0.080 0.005 -0.117
C -2.90960 -1.97861 -0.69964 -0.135 -0.188 0.091
N -1.71551 -1.33184 -0.46819 0.194 0.542 -0.485
C -4.28309 -1.43373 -1.10851 0.059 0.050 0.071
C -5.02000 -1.00217 0.18185 -0.024 -0.044 -0.080
C -5.11608 -2.56631 -1.74042 -0.017 -0.022 -0.080
C -4.25054 -0.32757 -2.16844 -0.170 -0.023 0.080
H 3.53602 -5.05951 0.79721 -0.016 0.133 -0.012
H 2.54287 -3.67784 1.27664 0.141 -0.046 -0.005
H 4.29376 -3.55064 1.33490 -0.040 -0.021 -0.032
H 4.49250 -3.80689 -1.06223 0.085 -0.052 -0.038
H 1.49803 -3.65025 -1.56848 0.036 -0.051 0.014
H 2.34691 -5.18802 -1.37155 0.049 0.134 -0.028
H 2.80255 -4.06291 -2.66086 -0.022 0.029 0.066
H 5.49317 -2.10458 -1.78869 -0.096 0.064 0.110
H 5.88240 0.20132 -2.28486 -0.115 -0.063 0.112
H 4.68520 1.64671 -0.53788 0.019 0.090 0.010
H 1.60238 0.79283 1.13309 -0.163 -0.016 0.020
H 3.60204 3.00525 0.44786 -0.050 0.004 0.059
H 2.36818 3.05146 1.70909 0.015 -0.033 0.022
H 1.89771 3.03388 0.01465 0.015 -0.022 -0.032
H 4.59841 0.89486 1.61375 -0.109 -0.036 0.068
H 3.53343 -0.46507 2.00375 -0.005 0.079 -0.012
H 3.33690 1.08640 2.84139 0.029 -0.017 -0.066
H 1.01767 -3.11747 0.51183 0.033 -0.064 -0.015
H -1.02293 -4.48535 0.35801 -0.073 0.160 -0.039
H -3.55835 -4.08445 -0.46735 0.100 0.112 0.041
H -5.19536 -1.88181 0.80859 -0.015 0.045 -0.050
H -5.98923 -0.54599 -0.06476 0.171 -0.096 0.026
H -4.43518 -0.28440 0.75404 -0.183 -0.190 -0.086
H -5.40924 -3.32588 -1.01409 0.016 0.029 -0.038
H -4.57241 -3.05137 -2.55790 -0.075 0.068 0.093
H -6.03404 -2.13538 -2.15292 0.084 -0.038 0.056
H -3.55300 0.46578 -1.96266 -0.148 0.090 0.188
H -5.24338 0.12386 -2.25852 0.040 -0.120 -0.030
H -3.97148 -0.74042 -3.14286 0.004 0.075 0.095
Cl 1.91270 -2.88310 -6.56718 -0.012 0.089 0.064
C 1.92996 -1.78167 -5.21748 0.016 -0.005 -0.034
C 2.87789 -0.77897 -5.15731 0.030 0.022 -0.013
C 2.91288 0.05974 -4.05020 0.037 0.042 -0.059
C 2.01964 -0.08426 -2.99590 -0.175 0.149 0.131
C 1.03292 -1.06289 -3.12452 -0.057 0.046 0.117
C 0.98631 -1.91468 -4.21332 -0.084 -0.120 -0.037
C 2.14206 0.86162 -1.77181 -0.097 -0.167 -0.202
O 3.21806 1.78211 -2.02837 -0.015 -0.129 -0.011
O 0.86091 1.35645 -1.42840 1.075 0.036 -0.539
H 3.58407 -0.65062 -5.96816 -0.027 -0.009 0.055
H 3.63997 0.85630 -4.01916 0.050 -0.034 0.033
H 0.26226 -1.20104 -2.38091 0.049 0.001 0.050
H 0.21971 -2.68181 -4.27979 0.118 0.132 0.016
S -3.22540 1.75719 0.36811 -0.135 -0.073 -0.389
C -2.96066 2.75384 1.75806 0.165 0.111 -0.038
N -2.56864 4.01501 1.67123 0.081 -0.078 0.127
C -2.35992 4.88889 2.83067 -0.058 -0.131 -0.113
C -2.05779 4.04897 4.05830 0.115 -0.024 -0.080
C -3.14068 2.99895 4.21460 -0.034 -0.045 -0.237
N -3.26867 2.25626 2.95675 0.007 0.046 0.166
H -2.24165 4.31324 0.76485 -0.089 0.086 -0.013
H -3.25686 5.49060 2.99261 -0.030 0.048 -0.029
H -1.53821 5.56512 2.60441 0.029 -0.030 -0.058
H -2.01118 4.68074 4.94291 -0.041 0.028 0.038
H -1.09652 3.55345 3.91913 -0.077 0.106 0.095
H -4.09468 3.46286 4.47056 -0.085 0.009 0.009
H -2.89015 2.29388 5.00119 0.032 -0.125 0.062
H -3.60722 1.30898 2.95357 -0.004 -0.048 0.020
```
Positions in Å, forces in eV/Å.

Results
**F_max**: 2.65 eV/Å
**ΔE to the lowest compared entry with this formula, charge and spin**: 4.694 eV
**Frontier orbital gap**: 6.57 eV
**Charge**: 0
**Calculated total energy**: -183666.14894 eV

---

Question: Among the records above, which one has the highest ΔE to the lowest compared entry with this formula, charge and spin?
Answer: C38H46BrClN5O11P2STa

---

Question: Which of these has the lowest calculated total energy?
Answer: C38H46BrClN5O11P2STa

---

Question: Which of these has the highest calculated total energy?
Answer: C38H46BrCl3N3O4Ru